1.
Computed, not measured: a 3-piece molecular cluster, C16H15ClNO8 overall, with wB97M-V/def2-TZVPD.

XYZ file:
```
41
Properties=species:S:1:pos:R:3:forces:R:3
Cl 3.293945 0.722142 -0.798542 -0.16 0.28 0.34
C 2.487686 0.384557 -2.302665 0.51 -0.78 -1.83
C 1.443995 -0.716588 -2.290935 -0.80 0.45 0.87
C 0.242668 0.103678 -1.775083 0.22 0.01 0.30
C 0.410716 1.325169 -2.596406 -0.50 -0.62 0.46
N 1.655288 1.483994 -2.833000 0.01 1.00 -0.22
H 3.237090 0.176541 -3.056957 0.33 0.10 0.09
H 1.703258 -1.583244 -1.708080 0.13 -0.23 0.22
H 1.192479 -0.988902 -3.306084 0.32 -0.34 -0.34
H 0.504337 0.470172 -0.775775 -0.19 -0.16 0.37
H -0.736172 -0.341130 -1.702946 -0.22 -0.11 -0.37
H -0.378615 1.982639 -2.921612 0.04 0.44 -0.08
H 2.001267 2.287883 -3.348500 0.26 -0.08 0.15
C -3.520493 4.522733 -1.025985 0.30 -0.17 -0.19
C -4.273927 4.891468 0.023882 -0.14 0.11 -0.32
C -3.896231 4.532464 1.435342 0.37 -0.27 0.30
O -4.612485 4.911600 2.334390 -0.17 0.10 -0.12
C -2.683833 3.743884 1.643236 -0.14 0.06 0.11
C -1.944393 3.383646 0.592946 0.08 -0.02 0.27
C -2.315452 3.758830 -0.810680 -0.56 0.37 -0.30
O -1.580639 3.395376 -1.726979 0.33 -0.32 0.25
O -0.819565 2.668970 0.709515 0.02 -0.06 -0.20
O -5.384569 5.585815 -0.105760 0.01 -0.03 0.28
H -3.782568 4.775043 -2.043450 -0.03 0.04 0.01
H -2.422631 3.479292 2.658104 0.02 0.00 -0.01
H -0.481561 2.581467 -0.198702 -0.01 0.12 0.04
H -5.737821 5.725667 0.796926 -0.02 0.02 -0.06
C 3.119893 -4.718222 1.060147 -0.13 0.06 -0.30
C 3.144685 -4.772393 2.400199 0.32 -0.06 -0.17
C 1.902051 -4.581528 3.225401 -0.54 0.10 -0.06
O 2.000194 -4.658050 4.431836 0.23 -0.02 0.03
C 0.647876 -4.310303 2.530982 0.07 0.01 0.21
C 0.629778 -4.258368 1.195683 -0.31 -0.01 0.19
C 1.867055 -4.467856 0.373605 0.58 -0.14 0.12
O 1.759585 -4.407180 -0.841578 -0.23 0.22 -0.07
O -0.477068 -4.018929 0.492315 0.14 0.06 -0.18
O 4.250801 -4.994710 3.088675 -0.18 0.03 0.20
H 4.006491 -4.855202 0.457541 0.02 -0.04 0.03
H -0.238392 -4.162626 3.131716 -0.01 -0.02 -0.01
H -0.210195 -4.067271 -0.446252 -0.01 -0.10 0.04
H 3.995474 -4.990529 4.033532 0.04 -0.02 -0.03
```
Positions in Å, forces in eV/Å.

Results
Gap between HOMO and LUMO (eV): 7.2
Spin multiplicity: 1
Net charge: +1
Largest force on an atom (hartree/bohr): 0.0400

2.
Computed, not measured: C16H15InNO9 as an isolated structure, with wB97M-V/def2-TZVPD.

XYZ file:
```
42
Properties=species:S:1:pos:R:3:forces:R:3
In 0.079345 -1.606017 -0.347100 -0.39 0.89 -0.64
C -0.098053 -3.144379 4.604734 -0.42 1.84 -4.04
C -0.125021 -3.011204 3.137062 -0.09 1.16 -1.04
C 0.160956 -4.287935 2.213036 -0.23 -0.88 -0.01
O -0.012961 -4.148879 0.983185 0.41 -0.14 1.75
C 0.553615 -5.543404 2.903930 -1.11 4.42 -2.18
C 0.566326 -5.567092 4.288270 1.04 -3.79 1.09
C 0.222361 -4.340867 5.150124 0.10 -1.03 3.43
O 0.169104 -4.268726 6.416601 0.60 -1.90 -1.04
O 0.872202 -6.703412 4.777759 -0.57 2.23 0.87
O -0.348053 -1.911426 2.591281 0.32 -1.75 0.86
H -0.323537 -2.287384 5.222079 0.00 -0.05 0.00
H 0.811559 -6.378331 2.269297 -0.03 -0.18 0.37
C -2.900400 2.341280 -2.091854 1.26 -3.04 2.48
C -2.095692 1.155064 -1.926608 -0.57 2.66 -3.04
C -1.290107 0.717182 -3.204545 -0.02 -0.39 -0.45
O -0.534037 -0.283170 -2.970510 -0.45 1.12 -1.13
C -1.544710 1.457307 -4.449004 2.24 -4.12 2.60
C -2.325384 2.543934 -4.479633 -1.38 3.78 -4.68
C -3.044246 3.019347 -3.256466 -3.17 4.11 -0.36
O -3.857961 4.048614 -3.267415 2.15 -2.30 -0.77
O -2.445222 3.153339 -5.650160 -0.24 -1.04 3.41
O -1.968543 0.486551 -0.923277 0.32 -1.37 2.33
H -3.508120 2.585026 -1.232982 -0.11 0.37 0.04
H -1.215510 1.123955 -5.422101 0.51 -0.25 0.13
C 2.648605 2.747646 -1.840491 0.38 0.08 1.64
C 2.196922 1.612513 -0.857359 0.79 1.37 -0.08
C 1.002069 2.082166 -0.003161 0.03 -1.31 -0.46
O 0.662707 1.049163 0.904272 -0.57 0.42 1.94
C -0.202529 1.528292 1.994117 -0.07 -1.67 -0.12
N 2.024070 0.401217 -1.648044 -0.38 0.27 -0.15
H 3.648521 2.521704 -2.210928 -0.30 -0.60 -0.85
H 2.923501 3.668939 -1.326929 -0.69 0.37 0.35
H 1.864718 2.943088 -2.572218 0.33 -0.05 -0.25
H 3.040358 1.317726 -0.233005 0.01 0.61 0.64
H 0.147146 2.229636 -0.663056 -0.17 0.49 -0.12
H 1.203397 2.947482 0.628335 0.38 0.46 -0.62
H -0.004929 0.984734 2.918018 0.68 -0.45 -0.19
H -1.226760 1.216127 1.790167 -0.16 0.60 -0.47
H -0.126890 2.564933 2.322391 0.20 0.33 -0.93
H 1.470985 0.679591 -2.445979 -1.04 -0.53 -0.28
H 2.930199 0.355669 -2.091833 0.42 -0.76 -0.05
```
Positions in Å, forces in eV/Å.

Results
Gap between HOMO and LUMO (alpha / beta) (eV): 4.9 / 2.8
Spin multiplicity: 2
Net charge: -2
Largest force on an atom (hartree/bohr): 0.1200

3.
Computed, not measured: an isolated ion of composition C16H15N2 and charge +1, with wB97M-V/def2-TZVPD.

XYZ file:
```
33
Properties=species:S:1:pos:R:3:forces:R:3
C -1.426454 -4.403906 1.256969 -0.71 -1.13 -0.81
N -2.180960 -3.159565 1.251194 0.22 -0.56 0.80
C -3.110424 -2.828545 2.108761 -0.90 1.54 -1.41
C -3.562765 -1.492351 1.665796 1.34 1.75 -2.10
N -2.901174 -1.075614 0.587281 -1.22 -1.26 1.66
C -1.953850 -2.110192 0.178280 -0.60 0.66 1.37
C -0.530727 -1.612897 0.025977 1.59 3.87 -0.36
C -0.241872 -0.396943 -0.632538 0.07 -2.26 0.58
C 1.095780 0.372126 -0.672070 -0.45 -2.17 -0.01
C 2.346020 -0.267904 -0.704888 -0.20 -0.16 -0.70
C 3.485631 0.481312 -1.169683 -0.91 0.68 0.33
C 3.408056 1.864192 -1.332157 -2.53 -0.92 1.54
C 2.200591 2.626507 -0.992177 1.32 -3.67 -1.37
C 2.268831 4.035504 -1.036349 -0.82 -1.09 -0.13
C 1.159481 4.739539 -0.683985 -1.02 -2.90 1.73
C -0.011191 3.916008 -0.301743 2.78 0.69 -1.73
C -0.112389 2.549132 -0.565650 -1.24 2.69 1.17
C 1.000042 1.772036 -0.784623 2.57 2.37 -0.63
H -0.739062 -4.506822 2.098718 -0.46 -0.01 0.03
H -2.173692 -5.203116 1.109056 0.41 0.00 0.93
H -0.876859 -4.519993 0.337191 0.51 0.58 -0.27
H -3.739678 -3.298039 2.928500 1.86 -0.34 -1.00
H -4.309232 -0.824397 2.163176 0.73 -0.90 -0.49
H -2.138309 -2.518789 -0.813700 -1.11 -0.42 0.08
H 0.269329 -2.034328 0.629576 -0.32 -0.15 0.13
H -1.004162 0.017427 -1.338617 0.44 -0.14 1.07
H 2.443501 -1.385236 -0.498258 -0.21 1.69 -0.51
H 4.402196 -0.025867 -1.447398 -0.04 -0.05 0.31
H 4.243831 2.436495 -1.576705 1.42 0.61 -0.63
H 3.204445 4.497583 -1.296315 0.22 0.13 0.05
H 1.366894 5.718634 -0.353215 -0.78 1.37 -0.08
H -0.763975 4.384275 0.252791 -1.42 0.69 0.18
H -1.117850 2.253734 -0.393196 -0.53 -1.20 0.27
```
Positions in Å, forces in eV/Å.

Results
Gap between HOMO and LUMO (eV): 5.0
Spin multiplicity: 1
Energy relative to the best compared isomer or geometry (same formula, charge and spin) (kcal per mole): 90.3
Net charge: +1
SMILES string: C[N+]1=CC=N[C@H]1/C=C/c1cccc2ccccc12
Largest force on an atom (hartree/bohr): 0.0817

4.
Computed, not measured: a 2-piece molecular cluster, C16H15N2O3 overall, with wB97M-V/def2-TZVPD.

XYZ file:
```
36
Properties=species:S:1:pos:R:3:forces:R:3
C -4.382525 -0.055218 -2.322835 0.01 -0.09 -0.25
C -3.249959 0.919861 -2.124890 0.48 -0.01 0.39
O -2.057505 0.151305 -1.823923 -0.73 0.82 -0.22
C -0.921338 0.898192 -1.575439 1.31 -0.40 0.23
C 0.190223 -0.042833 -1.387632 -0.17 0.83 -0.92
C 1.569442 0.355580 -1.487693 -1.08 0.58 0.76
C 2.529058 -0.662939 -2.069666 0.42 0.02 -0.01
O 1.990101 1.461788 -1.097247 0.27 -0.58 -0.50
O -0.940322 2.124213 -1.497093 -0.28 -1.02 -0.19
H -5.319394 0.500503 -2.312892 -0.13 -0.05 -0.01
H -4.287130 -0.547584 -3.295185 -0.06 -0.14 0.15
H -4.410738 -0.811256 -1.533390 0.03 0.13 -0.06
H -3.084565 1.509571 -3.037867 0.05 -0.04 0.28
H -3.470602 1.600261 -1.291070 0.20 -0.12 -0.32
H -0.077731 -1.065658 -1.657436 0.16 0.20 0.11
H 2.100385 -1.664141 -2.178387 -0.01 0.20 0.03
H 2.819411 -0.289252 -3.059506 0.00 -0.14 0.10
H 3.435836 -0.713143 -1.457418 -0.09 0.01 -0.06
C 0.055456 0.794068 1.062458 -0.75 -0.21 0.23
C -1.219596 0.384495 1.317603 0.22 -0.04 0.76
C -2.337303 1.230232 1.103797 -2.33 1.97 0.00
N -3.260580 1.956095 1.076903 1.96 -1.69 -0.02
C -1.528095 -0.834270 2.013412 -0.63 -1.78 1.24
N -1.824119 -1.801444 2.607206 0.63 1.96 -1.30
C 1.198301 0.108921 1.658302 1.29 -0.98 0.04
C 1.366463 -1.287048 1.521628 0.08 0.15 0.21
C 2.492740 -1.929626 2.053671 -0.29 0.39 0.06
C 3.443046 -1.189726 2.768803 -0.18 0.08 -0.19
C 3.277105 0.190349 2.931753 -0.20 -0.12 -0.05
C 2.180402 0.835875 2.362762 -0.64 -0.23 -0.20
H 0.213567 1.764868 0.596868 0.03 -0.16 -0.05
H 0.592165 -1.867841 1.006023 0.50 0.30 0.08
H 2.604283 -3.011304 1.922538 0.00 0.45 0.08
H 4.313106 -1.689673 3.196007 -0.21 0.14 -0.10
H 3.995197 0.771399 3.512525 -0.14 -0.19 -0.20
H 2.005220 1.905382 2.497305 0.31 -0.25 -0.09
```
Positions in Å, forces in eV/Å.

Results
Gap between HOMO and LUMO (eV): 6.7
Spin multiplicity: 1
Energy relative to the best compared isomer or geometry (same formula, charge and spin) (kcal per mole): 0.0
Net charge: -1
Largest force on an atom (hartree/bohr): 0.0594

5.
Computed, not measured: a 2-piece molecular cluster, C16H15N2O7 overall, with wB97M-V/def2-TZVPD.

XYZ file:
```
40
Properties=species:S:1:pos:R:3:forces:R:3
O 2.310167 -1.376955 3.598305 0.18 -0.69 -0.33
N 2.416141 -2.175157 2.737170 0.07 0.44 1.16
O 2.048491 -1.637441 1.513403 -0.73 0.06 -0.87
C 0.625092 -1.832070 1.275917 -0.12 -0.84 -1.24
C 0.175890 -0.879510 0.098247 -0.29 1.00 1.52
N -1.327310 -0.829119 0.065242 1.25 -1.21 0.27
C -1.900585 -2.092091 -0.420683 -0.77 0.48 -1.45
O -2.868747 -2.702164 0.465253 -0.61 1.06 -0.24
C -3.966160 -1.839341 0.666867 -0.71 1.12 1.11
C -4.025551 -1.223947 2.011521 -1.54 0.62 -1.05
C -5.074784 -0.273723 2.367953 0.39 -1.49 -2.88
C -6.070356 0.048875 1.328665 1.44 -1.22 -0.13
C -6.014552 -0.575937 -0.001884 1.63 -0.50 1.36
C -4.946773 -1.539163 -0.369111 -0.28 1.27 2.59
C 0.609889 0.615678 0.467206 0.70 3.00 -2.03
O 0.789409 0.988178 1.639240 -0.63 -1.57 0.06
O 0.720985 1.449452 -0.532207 -0.35 -2.44 1.09
H 0.486803 -2.898811 0.909053 0.06 0.92 0.67
H 0.041073 -1.688513 2.224195 0.55 0.28 -0.96
H 0.539222 -1.186591 -0.912832 -0.05 0.29 0.99
H -1.582544 -0.624922 1.035002 -0.37 -0.13 -0.42
H -1.145283 -2.870141 -0.703576 -0.54 0.62 0.65
H -2.460622 -1.842361 -1.377593 0.56 -0.36 0.88
H -3.253501 -1.468149 2.788727 -0.75 0.09 -1.13
H -5.050277 0.174226 3.384799 -0.27 -0.27 -1.03
H -6.859678 0.790053 1.593256 0.65 -0.75 -0.51
H -6.769936 -0.302876 -0.774132 0.68 -0.24 0.81
H -4.875767 -2.003072 -1.382770 -0.12 0.53 1.11
C 5.439911 1.825472 -3.070313 0.23 0.04 -0.08
C 6.135136 2.746607 -2.408008 0.07 -0.12 -0.18
C 5.543046 3.483316 -1.266567 -0.19 0.17 0.34
O 6.183040 4.327479 -0.664507 0.10 -0.07 -0.16
C 4.152236 3.155179 -0.890887 0.08 -0.11 -0.18
C 3.450914 2.232237 -1.552096 -0.14 0.12 0.06
C 4.043498 1.495706 -2.693471 -0.25 -0.04 0.13
O 3.415214 0.652293 -3.301263 0.23 0.07 -0.08
H 5.856509 1.277897 -3.907275 -0.02 -0.02 0.00
H 7.155762 2.999393 -2.669081 0.00 0.03 0.04
H 3.737085 3.702790 -0.054265 -0.01 -0.03 0.00
H 2.423147 1.982014 -1.283874 -0.14 -0.11 0.11
```
Positions in Å, forces in eV/Å.

Results
Gap between HOMO and LUMO (eV): 5.9
Spin multiplicity: 1
Net charge: -1
Largest force on an atom (hartree/bohr): 0.0716

6.
Computed, not measured: C16H15N5O3S3TeW as an isolated structure, with wB97M-V/def2-TZVPD.

XYZ file:
```
44
Properties=species:S:1:pos:R:3:forces:R:3
W 0.157132 -0.886670 0.248235 -0.07 0.04 0.12
N -0.024845 6.495822 -0.812859 0.00 0.01 -0.05
C -0.270742 5.162096 -1.053200 -0.03 0.00 0.10
C -0.672053 4.317843 -0.009724 0.00 0.04 -0.04
C -0.876930 2.972960 -0.232771 -0.01 -0.03 -0.02
C -0.681625 2.454823 -1.508665 0.07 -0.02 0.12
C -0.295452 3.279245 -2.559846 0.00 0.01 0.01
C -0.088966 4.623083 -2.331344 0.01 -0.01 -0.05
S -0.858539 0.754958 -1.847302 0.06 -0.10 -0.02
O 0.480315 0.079077 -1.702789 -0.07 0.23 -0.24
O -1.476503 0.580403 -3.123172 -0.02 0.02 0.01
N -1.624515 0.124130 -0.559613 -0.22 -0.02 -0.12
C -2.322510 -1.043094 -0.938766 0.20 -0.02 0.08
N -3.541232 -1.064744 -1.417894 -0.06 -0.02 -0.02
C -4.018997 -2.284538 -1.683340 0.02 0.05 0.04
C -3.296202 -3.446035 -1.461707 0.02 -0.01 0.00
C -2.016562 -3.317445 -0.952046 0.00 -0.07 0.01
N -1.533060 -2.103069 -0.707149 -0.01 0.09 -0.06
H -0.429240 6.897270 0.015612 0.00 -0.01 0.01
H -0.020654 7.111620 -1.607957 0.01 0.00 0.01
H -0.832386 4.730844 0.978593 0.00 -0.01 0.01
H -1.201289 2.328717 0.572494 0.02 -0.02 0.00
H -0.175015 2.866560 -3.552572 0.02 0.01 -0.01
H 0.207926 5.269806 -3.147631 0.00 0.00 0.00
H -5.027698 -2.320973 -2.076977 0.00 -0.02 -0.01
H -3.710323 -4.420557 -1.670807 -0.02 0.01 -0.02
H -1.377039 -4.163336 -0.730407 0.01 0.02 0.01
S 1.717459 -2.435216 -0.513847 0.04 -0.19 0.01
C 1.214443 -4.022369 -0.124368 -0.02 0.10 0.01
N 0.833194 -5.095608 0.061341 0.02 -0.01 -0.02
C 2.008075 1.491273 0.849312 -0.03 0.00 -0.03
O 0.912750 0.608213 1.007577 0.08 -0.02 0.05
H 2.171367 1.684509 -0.212588 0.02 0.00 0.00
H 2.896348 1.032557 1.283864 0.01 0.00 0.00
H 1.787135 2.425617 1.363974 0.00 0.00 0.00
Te -0.519412 -2.132970 2.467740 -0.03 -0.06 0.11
C 1.375427 -2.824325 3.069319 0.00 0.04 -0.02
C 1.823773 -4.105466 3.197706 0.00 0.01 0.03
C 3.196079 -4.178278 3.573089 -0.04 -0.01 -0.03
C 3.764341 -2.950991 3.718806 0.02 0.00 0.02
S 2.633380 -1.703375 3.411896 0.00 -0.01 -0.01
H 1.200478 -4.966631 3.006693 0.01 -0.01 -0.01
H 3.731761 -5.105477 3.717130 0.01 0.00 0.01
H 4.780407 -2.720259 3.995958 0.00 0.00 0.00
```
Positions in Å, forces in eV/Å.

Results
Gap between HOMO and LUMO (alpha / beta) (eV): 6.9 / 6.9
Spin multiplicity: 1
Energy relative to the best compared isomer or geometry (same formula, charge and spin) (kcal per mole): 0.0
Largest force on an atom (hartree/bohr): 0.0067